# 1
{
  "formula": "C3H4N2O2",
  "method": "the ωB97M-V functional and the def2-TZVPD basis",
  "e_homo_ev": -8.6,
  "orbital_gap_ha": 0.345,
  "lumo_energy_ev": 0.831,
  "relative_energy_kcal_mol": 59.87,
  "smiles": "Nn1ccoc1=O",
  "charge": 0,
  "energy_ev": -10249.6687,
  "fmax_ev_per_a": 3.54,
  "multiplicity": 1,
  "symbols": ["N", "N", "C", "C", "O", "C", "O", "H", "H", "H", "H"],
  "coordinates": [[0.574375, 1.440318, 0.026190], [-0.297126, 0.363403, -0.030630], [0.031296, -0.940943, 0.086712], [-1.097142, -1.694618, 0.025685], [-2.197240, -0.845731, -0.031500], [-1.753287, 0.414776, -0.032362], [-2.453827, 1.411897, 0.041492], [0.348351, 2.077139, 0.782856], [0.575412, 1.901157, -0.886887], [1.107254, -1.137554, 0.217946], [-1.412491, -2.673511, -0.037059]],
  "atomic_forces_ev_per_a": [[0.1, -0.3, -0.5], [-3.4, 0.9, 0.2], [1.0, -2.0, 0.0], [1.2, 2.2, 0.2], [0.5, 0.4, -0.3], [0.6, 2.5, 0.4], [1.1, -1.3, -0.4], [-0.2, -0.1, -0.2], [-0.1, 0.1, 0.6], [-0.9, -0.5, -0.3], [0.2, -2.0, 0.1]]
}

# 2
{
  "formula": "C3H9AsClO6ReSTe4",
  "method": "the ωB97M-V functional and the def2-TZVPD basis",
  "e_homo_ev": [-11.4, -11.0],
  "orbital_gap_ha": [0.235, 0.206],
  "lumo_energy_ev": [-4.964, -5.414],
  "relative_energy_kcal_mol": 24.34,
  "charge": 1,
  "energy_ev": -131024.1180,
  "fmax_ev_per_a": 1.95,
  "multiplicity": 2,
  "symbols": ["Re", "O", "Cl", "O", "O", "O", "Te", "Te", "Te", "Te", "C", "As", "C", "C", "S", "H", "H", "H", "H", "H", "H", "H", "H", "H", "O", "O"],
  "coordinates": [[-0.988656, -0.869516, 1.221597], [0.156921, -0.331544, 4.597180], [-0.453711, 0.504027, 3.638392], [-0.792914, 1.778444, 4.103171], [0.361233, 0.561537, 2.399306], [-1.694523, -0.204102, 3.102107], [-0.268669, -3.158348, 2.617264], [-0.605582, -4.993316, 0.629852], [-2.634374, -4.491609, 2.376136], [-3.121874, -1.573023, 0.208386], [-0.467444, 0.627581, -2.771717], [0.913208, 0.480412, -1.454594], [1.039804, 2.063775, -0.386072], [2.580721, 0.277014, -2.378899], [0.735974, -1.354378, -0.282987], [-0.264792, 1.510636, -3.377586], [-1.429306, 0.715140, -2.273586], [-0.439370, -0.263567, -3.395922], [1.339266, 2.882480, -1.040116], [1.792313, 1.902838, 0.382886], [0.073555, 2.269219, 0.064889], [2.735212, 1.139127, -3.026301], [2.550648, -0.632141, -2.975821], [3.386023, 0.211850, -1.650291], [-1.641855, 0.648140, 0.162018], [-2.861813, 0.299335, -0.489287]],
  "atomic_forces_ev_per_a": [[1.8, 0.1, 0.6], [0.1, 0.0, 0.0], [-0.8, 0.0, 0.1], [0.1, 0.1, 0.0], [0.2, -0.3, -0.4], [0.3, 0.2, 0.5], [-0.1, 0.0, 0.0], [0.1, -0.1, 0.0], [0.0, 0.2, -0.1], [-1.0, -0.4, -0.7], [0.0, 0.0, 0.0], [0.1, 0.0, 0.1], [0.0, 0.1, -0.1], [0.0, 0.0, 0.0], [-0.4, -0.1, 0.1], [0.0, 0.0, 0.0], [0.0, 0.0, 0.0], [0.0, 0.0, 0.0], [0.0, 0.0, 0.0], [0.0, 0.0, 0.0], [0.0, 0.0, 0.0], [0.0, 0.0, 0.0], [0.0, 0.0, 0.0], [0.0, 0.0, 0.0], [-0.5, 0.4, -0.3], [0.0, -0.2, 0.1]]
}

# 3
{
  "formula": "C53H45CsN4S5Sb2",
  "method": "the ωB97M-V functional and the def2-TZVPD basis",
  "e_homo_ev": -1.0,
  "orbital_gap_ha": 0.154,
  "lumo_energy_ev": 3.189,
  "relative_energy_kcal_mol": 4.27,
  "charge": -2,
  "energy_ev": -129451.7698,
  "fmax_ev_per_a": 0.51,
  "multiplicity": 1,
  "symbols": ["Cs", "C", "C", "C", "C", "C", "C", "N", "N", "C", "C", "C", "C", "C", "N", "H", "H", "H", "H", "H", "H", "H", "H", "H", "C", "C", "C", "Sb", "C", "C", "C", "C", "C", "C", "C", "C", "C", "C", "C", "C", "Sb", "C", "C", "C", "C", "C", "C", "C", "C", "C", "C", "C", "C", "H", "H", "H", "H", "H", "H", "H", "H", "H", "H", "H", "H", "H", "H", "H", "H", "H", "H", "H", "H", "H", "H", "H", "H", "H", "H", "S", "C", "S", "C", "C", "S", "S", "S", "C", "C", "C", "C", "C", "C", "N", "C", "C", "C", "C", "C", "C", "H", "H", "H", "H", "H", "H", "H", "H", "H", "H"],
  "coordinates": [[-0.525743, 0.523268, -1.437460], [1.607430, 4.747986, 3.206100], [1.844375, 3.912060, 2.126779], [0.835697, 3.066394, 1.686300], [-0.412308, 3.089178, 2.293724], [-0.653611, 3.919878, 3.384712], [0.366328, 4.741266, 3.838021], [-1.377304, 2.206280, 1.700896], [-2.557614, 2.418306, 2.020001], [-3.503808, 1.533268, 1.393786], [-4.801026, 2.007495, 1.304856], [-5.734413, 1.219996, 0.645160], [-5.323197, 0.010747, 0.129001], [-3.999722, -0.380470, 0.304880], [-3.094773, 0.358599, 0.937960], [2.391706, 5.400376, 3.570026], [2.810815, 3.889435, 1.640326], [0.988242, 2.376176, 0.868282], [-1.626747, 3.908666, 3.855862], [0.195297, 5.388549, 4.689833], [-5.042554, 2.978749, 1.713642], [-6.752077, 1.565383, 0.513684], [-5.991488, -0.628406, -0.430971], [-3.649805, -1.313112, -0.123067], [-0.740640, -2.006021, 4.002192], [0.739224, -1.726679, 3.717694], [1.015851, -0.888469, 2.470972], [2.993568, -0.005558, 2.320274], [4.212174, -1.752467, 2.591354], [5.567543, -1.546606, 2.846821], [6.441030, -2.615124, 3.011721], [5.968859, -3.916106, 2.913268], [4.626978, -4.135900, 2.632838], [3.760931, -3.063295, 2.466020], [2.989472, 0.520369, 4.420424], [3.750134, -0.113935, 5.402054], [3.664076, 0.272665, 6.735875], [2.810104, 1.299984, 7.112832], [2.045038, 1.941459, 6.148121], [2.139507, 1.557090, 4.816168], [-1.914706, -2.752486, 2.335637], [-0.468921, -4.070941, 1.479251], [-0.273684, -4.011357, 0.098717], [0.635971, -4.861064, -0.523513], [1.345804, -5.786180, 0.228119], [1.148896, -5.864343, 1.602924], [0.249123, -5.008161, 2.223822], [-2.855745, -4.291116, 3.516909], [-3.346759, -4.007692, 4.791489], [-4.002796, -4.977018, 5.541732], [-4.183351, -6.252462, 5.024357], [-3.709251, -6.547480, 3.752721], [-3.055300, -5.573859, 3.007387], [-1.242463, -1.091855, 4.333328], [-0.831499, -2.733328, 4.813177], [1.265665, -2.679412, 3.652810], [1.161856, -1.224371, 4.591748], [0.340577, -0.023821, 2.426292], [0.848637, -1.449986, 1.545935], [5.959377, -0.535713, 2.910406], [7.491334, -2.427989, 3.203131], [6.645851, -4.753925, 3.032911], [4.248889, -5.145336, 2.522664], [2.732179, -3.268698, 2.197527], [4.402805, -0.932997, 5.128499], [4.259641, -0.238809, 7.483580], [2.738352, 1.595588, 8.153154], [1.370633, 2.743219, 6.427104], [1.529435, 2.074886, 4.080050], [-0.839623, -3.311307, -0.512157], [0.784157, -4.787575, -1.593572], [2.055302, -6.446545, -0.256971], [1.696136, -6.592597, 2.191085], [0.091913, -5.084879, 3.295575], [-3.220241, -3.016519, 5.216444], [-4.373232, -4.732963, 6.530743], [-4.692214, -7.011191, 5.606932], [-3.847840, -7.538575, 3.336686], [-2.689293, -5.824374, 2.017292], [-5.093097, -0.777246, -7.631719], [-4.503662, -0.613742, -6.065499], [-3.651218, -1.824723, -5.221518], [-3.249374, -0.959727, -3.746993], [-3.689595, 0.331268, -3.713986], [-3.577958, 1.585997, -2.499045], [-4.558354, 0.830035, -5.157458], [-2.363616, -1.930531, -2.577850], [2.082658, 3.246779, -4.390894], [2.585932, 1.971832, -4.643232], [2.758935, 1.042667, -3.633250], [2.430695, 1.339505, -2.284462], [1.913618, 2.637110, -2.062138], [1.745876, 3.562490, -3.080522], [2.432698, 0.441020, -1.259840], [3.335360, -0.585817, -1.277611], [4.676006, -0.450237, -1.720074], [5.578199, -1.495266, -1.645075], [5.199250, -2.741846, -1.148429], [3.888506, -2.901356, -0.719881], [2.982410, -1.853012, -0.765216], [1.935608, 3.957154, -5.193917], [2.824814, 1.682473, -5.661314], [3.122625, 0.052192, -3.878363], [1.656856, 2.912517, -1.043921], [1.333672, 4.536716, -2.842396], [4.995288, 0.509193, -2.109910], [6.597388, -1.335189, -1.984124], [5.904587, -3.562257, -1.093691], [3.560140, -3.860167, -0.335948], [1.957085, -2.008472, -0.442110]],
  "atomic_forces_ev_per_a": [[-0.5, 0.1, 0.1], [0.0, 0.1, 0.0], [0.0, -0.1, 0.0], [-0.1, 0.0, 0.0], [-0.2, -0.1, -0.1], [0.0, 0.0, 0.0], [0.0, 0.0, 0.0], [-0.3, 0.0, 0.1], [0.4, 0.0, 0.0], [0.2, 0.1, 0.0], [0.0, 0.0, 0.0], [0.0, 0.1, 0.1], [0.0, -0.1, 0.0], [0.1, -0.1, -0.1], [-0.2, 0.0, -0.1], [0.0, 0.0, 0.0], [0.0, 0.0, 0.0], [0.1, 0.0, -0.1], [0.0, 0.0, 0.0], [0.0, 0.0, 0.0], [0.0, 0.0, 0.0], [0.0, 0.0, 0.0], [0.0, 0.0, 0.0], [0.0, 0.0, 0.0], [0.1, 0.0, 0.0], [0.0, 0.0, 0.0], [-0.1, 0.1, 0.0], [0.0, 0.0, -0.1], [0.1, 0.0, 0.0], [0.0, -0.1, 0.0], [0.0, 0.0, 0.0], [0.0, 0.0, 0.0], [0.0, 0.0, 0.0], [0.0, 0.0, 0.0], [0.0, 0.0, 0.2], [-0.1, 0.1, 0.0], [0.0, 0.0, 0.0], [0.0, 0.0, 0.0], [0.0, 0.0, 0.0], [0.0, 0.0, 0.0], [-0.1, 0.1, -0.1], [0.1, -0.1, 0.0], [0.0, 0.0, 0.0], [0.0, 0.0, 0.0], [0.0, 0.0, 0.0], [0.0, 0.0, 0.0], [0.0, 0.0, 0.0], [0.0, -0.1, 0.1], [0.0, 0.0, 0.0], [0.0, 0.0, 0.0], [0.0, 0.0, 0.0], [0.0, 0.0, 0.0], [0.0, 0.0, 0.0], [0.0, 0.0, -0.1], [0.0, 0.0, 0.0], [0.0, 0.0, -0.1], [0.0, 0.0, 0.0], [0.0, 0.0, 0.0], [0.0, 0.0, 0.0], [0.0, 0.0, 0.0], [0.0, 0.0, 0.0], [0.0, 0.0, 0.0], [0.0, 0.0, 0.0], [-0.1, 0.0, 0.0], [0.0, 0.0, 0.0], [0.0, 0.0, 0.0], [0.0, 0.0, 0.0], [0.0, 0.0, 0.0], [0.0, -0.1, 0.1], [0.0, 0.0, 0.0], [0.0, 0.0, 0.0], [0.0, 0.0, 0.0], [0.0, 0.0, 0.0], [0.0, 0.0, 0.0], [0.0, 0.0, 0.0], [0.0, 0.0, 0.0], [0.0, 0.0, 0.0], [0.0, 0.0, 0.0], [0.0, 0.0, 0.0], [-0.1, -0.1, 0.1], [0.3, 0.1, -0.2], [0.0, -0.1, 0.0], [0.0, 0.0, 0.1], [0.0, 0.0, 0.2], [0.0, -0.1, -0.1], [-0.1, 0.0, 0.0], [-0.2, -0.1, -0.1], [0.0, 0.0, 0.1], [0.0, 0.0, 0.0], [0.0, 0.0, 0.0], [0.1, 0.2, 0.0], [0.1, 0.2, 0.1], [0.0, -0.1, 0.0], [0.4, -0.1, -0.1], [0.0, 0.0, 0.0], [0.0, 0.0, 0.1], [-0.1, 0.0, 0.0], [0.0, 0.0, 0.0], [0.0, 0.0, 0.0], [0.0, 0.0, 0.0], [0.0, 0.0, 0.0], [0.0, 0.0, 0.0], [0.0, 0.0, 0.0], [0.0, 0.0, -0.1], [0.0, 0.0, 0.0], [0.0, 0.0, 0.0], [0.0, 0.0, 0.0], [0.0, 0.0, 0.0], [0.0, 0.0, 0.0], [0.0, 0.0, 0.0]]
}

# 4
{
  "formula": "C18H18NO3",
  "method": "the ωB97M-V functional and the def2-TZVPD basis",
  "e_homo_ev": -3.5,
  "orbital_gap_ha": 0.242,
  "lumo_energy_ev": 3.048,
  "relative_energy_kcal_mol": 17.71,
  "smiles": "CCOC(=O)[C@H](/N=C/c1ccccc1)[C@H]([O-])c1ccccc1",
  "charge": -1,
  "energy_ev": -26589.8876,
  "fmax_ev_per_a": 2.75,
  "multiplicity": 1,
  "symbols": ["C", "C", "O", "C", "O", "C", "N", "C", "C", "C", "C", "C", "C", "C", "C", "O", "C", "C", "C", "C", "C", "C", "H", "H", "H", "H", "H", "H", "H", "H", "H", "H", "H", "H", "H", "H", "H", "H", "H", "H"],
  "coordinates": [[1.598864, -7.098120, 2.238804], [2.347680, -5.941008, 2.901311], [3.509414, -5.569520, 2.037419], [4.078808, -4.455243, 2.512130], [4.168929, -4.196564, 3.695246], [4.311703, -3.374091, 1.432290], [5.664499, -3.015370, 1.695042], [6.302021, -2.151339, 1.004350], [7.499214, -1.489148, 1.519791], [8.199771, -0.464204, 0.844112], [9.371934, 0.056592, 1.410814], [9.832079, -0.418405, 2.649354], [9.107888, -1.407491, 3.337416], [7.932506, -1.913738, 2.780309], [3.159932, -2.318812, 1.605478], [2.065418, -3.020768, 1.426807], [2.962980, -0.986684, 0.801214], [2.821080, 0.245823, 1.460980], [2.549203, 1.431123, 0.763980], [2.456098, 1.411696, -0.636480], [2.573828, 0.181505, -1.290896], [2.812963, -1.011417, -0.589179], [0.624508, -7.193322, 2.764067], [1.441393, -6.907212, 1.154948], [2.196920, -8.019280, 2.403660], [1.694267, -5.042984, 2.972702], [2.740576, -6.211850, 3.905623], [4.259611, -3.824458, 0.422598], [5.931916, -1.775864, 0.034144], [7.828742, -0.123363, -0.118524], [9.931691, 0.834324, 0.882809], [10.742734, 0.001324, 3.092790], [9.445833, -1.787909, 4.297447], [7.336353, -2.674794, 3.282442], [3.434658, -1.997749, 2.662166], [2.930755, 0.264195, 2.552882], [2.433851, 2.360536, 1.323354], [2.214636, 2.351119, -1.162865], [2.470552, 0.184413, -2.369628], [2.884385, -1.959029, -1.127338]],
  "atomic_forces_ev_per_a": [[0.5, 0.1, 0.4], [0.4, 0.1, -0.3], [-1.3, -0.7, 0.8], [-1.8, 1.8, 0.2], [0.4, -0.5, -0.7], [1.7, -1.5, -1.4], [1.6, 2.2, 0.0], [-1.5, -0.2, -0.4], [0.9, 0.1, 0.4], [0.0, -0.8, 0.6], [-0.2, -0.2, 0.2], [-0.2, 0.0, 0.0], [-0.3, 0.3, -0.6], [0.8, 0.2, 0.2], [-0.2, 0.6, 1.0], [-1.3, -0.6, 0.3], [1.2, -0.3, -0.1], [0.1, -0.1, 0.0], [0.2, -0.5, -0.2], [-0.3, 0.1, 0.7], [0.0, 0.0, 0.2], [0.0, 0.7, -0.2], [0.5, -0.1, -0.4], [0.1, -0.1, 0.8], [-0.5, 0.3, -0.4], [0.7, -0.4, -0.1], [-0.4, 0.2, -0.7], [-0.4, 0.1, 0.3], [-0.1, 0.0, 0.1], [0.1, 0.0, 0.1], [-0.2, -0.2, 0.2], [-0.3, -0.2, -0.2], [0.0, 0.2, -0.1], [0.2, 0.2, -0.1], [-0.6, 0.3, -0.2], [0.0, 0.0, -0.4], [0.0, -0.2, -0.2], [0.3, -0.7, 0.1], [0.0, -0.2, -0.1], [0.0, 0.2, 0.2]]
}